1.
Here is 4 unconnected molecules or ions with the total composition C3H14NO5 from OMol25. Energies are from the ωB97M-V functional and the def2-TZVPD basis.

Computed properties:
**Kohn-Sham gap**: 10.850 eV
**DFT total energy**: -553.43194 Ha
**Energy relative to the best compared isomer or geometry (same formula, charge and spin)**: 24.9 kcal/mol
**F_max**: 1.1 eV/A
**Net charge**: +1

```
23
C3H14NO5 the ωB97M-V functional and the def2-TZVPD basis
O -2.30 -1.47 -0.01
C -1.90 -0.40 -0.38
C -1.40 0.62 0.64
C -0.09 1.32 0.21
O -0.38 2.22 -0.82
N -1.21 -0.13 1.91
H -1.86 -0.07 -1.43
H -2.15 1.40 0.77
H 0.68 0.61 -0.10
H 0.28 1.92 1.05
H -0.25 1.84 -1.71
H -0.30 -0.67 1.92
H -1.20 0.47 2.74
H -1.96 -0.82 2.01
H 2.73 -2.02 -0.97
H 3.53 -0.78 -0.37
O 2.65 -1.19 -0.47
H 1.50 -2.07 2.45
H 1.65 -1.45 1.00
O 1.05 -1.58 1.78
H -0.14 1.07 -3.97
H 1.00 0.45 -3.16
O 0.07 0.72 -3.10
```

Results of the Mulliken charge analysis, in e, for atoms 1 through 2: number 1, O, carries -0.48; number 2, C, carries 0.04

=====

2.
Here is 5 unconnected molecules or ions with the total composition C3H14NO5S from OMol25. Energies are from the ωB97M-V functional and the def2-TZVPD basis.

Computed properties:
**Kohn-Sham gap**: 7.080 eV
**DFT total energy**: -951.92346 Ha
**Energy relative to the best compared isomer or geometry (same formula, charge and spin)**: 0.0 kcal/mol
**F_max**: 1.5 eV/A
**Net charge**: -1

```
24
C3H14NO5S the ωB97M-V functional and the def2-TZVPD basis
O 2.64 -0.02 1.79
C 1.85 -0.91 1.48
N 0.68 -0.73 0.89
C -0.16 -1.89 0.48
C -1.42 -1.36 -0.14
S -2.44 -0.39 1.07
H 2.13 -1.96 1.65
H 0.16 0.14 0.88
H -0.24 -2.62 1.28
H 0.43 -2.38 -0.30
H -1.97 -2.14 -0.67
H -1.18 -0.57 -0.86
H -0.60 1.98 -2.07
H 0.18 0.74 -2.01
O -0.15 1.36 -2.67
H -2.28 1.33 -0.25
H -1.62 2.64 -0.15
O -2.12 2.14 -0.81
H 2.74 -1.07 -3.03
H 1.54 -0.71 -3.94
O 2.47 -0.94 -3.95
H 1.72 1.50 2.11
H 0.37 2.28 2.55
O 1.26 2.36 2.20
```

Results of the Mulliken charge analysis, in e, for atoms 1 through 2: number 1, O, carries -0.71; number 2, C, carries 0.03

=====

3.
Here is 5 unconnected molecules or ions with the total composition C3H14O4 from OMol25. Energies are from the ωB97M-V functional and the def2-TZVPD basis.

Computed properties:
**SMILES**: C=CC.O.O.O.O
**Kohn-Sham gap**: 9.073 eV
**DFT total energy**: -423.58892 Ha
**Energy relative to the best compared isomer or geometry (same formula, charge and spin)**: 50.0 kcal/mol
**F_max**: 2.3 eV/A
**Net charge**: 0

```
21
C3H14O4 the ωB97M-V functional and the def2-TZVPD basis
C 0.44 2.09 0.64
C -0.65 1.43 0.23
C -1.65 0.83 1.14
H 1.21 2.41 -0.05
H 0.69 2.23 1.67
H -0.70 1.23 -0.81
H -1.75 -0.27 1.09
H -1.43 1.02 2.21
H -2.65 1.24 0.89
O -1.21 0.35 -2.42
H -1.43 0.03 -3.31
H -1.80 1.12 -2.41
O 2.50 0.70 0.06
H 3.34 1.01 -0.30
H 2.24 -0.15 -0.30
O 0.10 -2.40 -1.58
H -0.25 -1.55 -1.24
H 0.27 -2.64 -0.64
O 0.74 -2.51 1.54
H 0.41 -3.43 1.60
H 1.56 -2.74 2.01
```

Results of the Mulliken charge analysis, in e, for atoms 1 through 2: number 1, C, carries -0.94; number 2, C, carries 0.15

=====

4.
Here is 5 unconnected molecules or ions with the total composition C3H14O4 from OMol25. Energies are from the ωB97M-V functional and the def2-TZVPD basis.

Computed properties:
**SMILES**: C=CC.O.O.O.O
**Kohn-Sham gap**: 10.128 eV
**DFT total energy**: -423.60998 Ha
**Energy relative to the best compared isomer or geometry (same formula, charge and spin)**: 36.8 kcal/mol
**F_max**: 1.7 eV/A
**Net charge**: 0

```
21
C3H14O4 the ωB97M-V functional and the def2-TZVPD basis
C -0.35 2.59 0.41
C -1.00 1.48 0.11
C -1.27 0.39 1.11
H -0.19 3.36 -0.31
H -0.08 2.80 1.44
H -1.45 1.35 -0.88
H -2.36 0.28 1.07
H -0.98 -0.61 0.81
H -1.04 0.58 2.15
O -1.00 -0.74 -3.00
H -0.94 0.21 -2.94
H -0.56 -1.06 -3.81
O 2.54 1.37 0.67
H 2.32 0.48 0.37
H 1.93 1.93 0.18
O -0.26 -2.34 -0.94
H -0.34 -2.80 -1.76
H -0.83 -1.58 -1.17
O 1.00 -1.80 2.23
H 1.53 -1.40 1.54
H 0.28 -2.21 1.75
```

Results of the Mulliken charge analysis, in e, for atoms 1 through 2: number 1, C, carries -1.22; number 2, C, carries 0.51

=====

5.
Here is 5 unconnected molecules or ions with the total composition C3H14O5 from OMol25. Energies are from the ωB97M-V functional and the def2-TZVPD basis.

Computed properties:
**SMILES**: CCC=O.O.O.O.O
**Kohn-Sham gap**: 9.512 eV
**DFT total energy**: -498.84591 Ha
**Energy relative to the best compared isomer or geometry (same formula, charge and spin)**: 39.4 kcal/mol
**F_max**: 1.7 eV/A
**Net charge**: 0

```
22
C3H14O5 the ωB97M-V functional and the def2-TZVPD basis
C -1.25 0.60 1.02
C -0.04 1.53 0.86
C -0.51 2.85 0.25
O -0.14 3.91 0.68
H -2.19 0.93 0.58
H -1.58 0.50 2.06
H -1.02 -0.42 0.72
H 0.46 1.69 1.80
H 0.67 1.16 0.12
H -1.19 2.77 -0.61
O -0.72 -1.69 -2.85
H -0.20 -1.01 -2.42
H -0.76 -2.58 -2.50
O -0.52 -2.70 2.44
H -0.89 -3.59 2.43
H -0.42 -2.38 1.54
O 1.79 -3.69 0.39
H 1.53 -2.82 0.10
H 1.12 -4.06 0.96
O 1.05 1.37 -2.25
H 1.43 0.72 -1.66
H 1.59 1.75 -2.94
```

Results of the Mulliken charge analysis, in e, for atoms 1 through 2: number 1, C, carries -0.86; number 2, C, carries 0.05

=====

6.
Here is 4 unconnected molecules or ions with the total composition C3H15N2O3 from OMol25. Energies are from the ωB97M-V functional and the def2-TZVPD basis.

Computed properties:
**Kohn-Sham gap**: 9.287 eV
**DFT total energy**: -458.26909 Ha
**Energy relative to the best compared isomer or geometry (same formula, charge and spin)**: 39.2 kcal/mol
**F_max**: 3.1 eV/A
**Net charge**: +1

```
23
C3H15N2O3 the ωB97M-V functional and the def2-TZVPD basis
C 0.84 0.78 0.01
C 0.06 -0.35 -0.52
C -0.67 -0.41 -1.65
N -1.01 0.73 -2.35
N 0.14 -1.63 0.26
H 0.36 1.74 0.12
H 1.81 1.08 -0.58
H 1.18 0.64 1.02
H -1.20 -1.20 -2.10
H -0.81 1.67 -2.06
H -1.12 0.65 -3.34
H -0.79 -1.81 0.63
H 0.74 -1.32 1.05
H 0.66 -2.31 -0.32
H -1.31 2.77 1.58
H -0.71 3.49 2.79
O -1.08 2.65 2.51
H 1.95 -2.53 -2.62
H 0.51 -2.92 -2.80
O 1.10 -2.46 -2.18
H -0.33 -0.14 4.16
H -0.46 0.79 3.03
O 0.16 0.11 3.36
```

Results of the Mulliken charge analysis, in e, for atoms 1 through 2: number 1, C, carries -1.40; number 2, C, carries 0.57

=====

7.
Here is 4 unconnected molecules or ions with the total composition C3H15NO3 from OMol25. Energies are from the ωB97M-V functional and the def2-TZVPD basis.

Computed properties:
**SMILES**: CCCN.O.O.O
**Kohn-Sham gap**: 9.748 eV
**DFT total energy**: -403.70898 Ha
**Energy relative to the best compared isomer or geometry (same formula, charge and spin)**: 49.1 kcal/mol
**F_max**: 3.9 eV/A
**Net charge**: 0

```
22
C3H15NO3 the ωB97M-V functional and the def2-TZVPD basis
C -0.74 3.22 -0.66
C -1.19 1.79 -0.07
C -0.31 1.14 1.03
N 0.94 0.51 0.51
H 0.27 3.20 -1.09
H -0.79 4.02 0.16
H -1.36 3.69 -1.45
H -2.30 1.71 0.01
H -1.18 1.06 -0.91
H -0.93 0.50 1.69
H -0.12 1.98 1.87
H 1.15 0.09 1.41
H 1.76 1.20 0.52
O -0.31 -4.43 0.38
H -1.14 -4.54 -0.15
H -0.37 -4.92 1.20
O 0.35 -0.25 -2.56
H 1.11 -0.05 -2.09
H 0.23 -1.20 -2.34
O 1.57 -2.56 1.09
H 0.96 -3.16 0.67
H 2.40 -2.99 0.76
```

Results of the Mulliken charge analysis, in e, for atoms 1 through 2: number 1, C, carries -1.08; number 2, C, carries -0.36

=====

8.
Here is 4 unconnected molecules or ions with the total composition C3H15NO3 from OMol25. Energies are from the ωB97M-V functional and the def2-TZVPD basis.

Computed properties:
**SMILES**: CCCN.O.O.O
**Kohn-Sham gap**: 10.370 eV
**DFT total energy**: -403.75582 Ha
**Energy relative to the best compared isomer or geometry (same formula, charge and spin)**: 19.7 kcal/mol
**F_max**: 1.5 eV/A
**Net charge**: 0

```
22
C3H15NO3 the ωB97M-V functional and the def2-TZVPD basis
C 2.14 2.04 1.33
C 2.65 0.78 0.63
C 2.12 0.54 -0.76
N 2.34 -0.88 -1.16
H 1.31 1.85 1.99
H 2.95 2.47 1.91
H 1.84 2.77 0.59
H 2.33 -0.10 1.20
H 3.74 0.68 0.72
H 1.04 0.68 -0.76
H 2.58 1.25 -1.46
H 2.53 -0.90 -2.15
H 3.21 -1.17 -0.71
O -2.47 -0.86 0.65
H -2.45 0.06 0.92
H -1.63 -1.19 1.01
O 0.47 -1.50 1.55
H 0.23 -2.22 2.15
H 0.71 -1.94 0.72
O -6.05 0.32 -2.31
H -5.26 0.82 -2.09
H -6.04 -0.42 -1.69
```

Results of the Mulliken charge analysis, in e, for atoms 1 through 2: number 1, C, carries -1.14; number 2, C, carries -0.25

=====

9.
Here is 4 unconnected molecules or ions with the total composition C3H15NO3 from OMol25. Energies are from the ωB97M-V functional and the def2-TZVPD basis.

Computed properties:
**Kohn-Sham gap (alpha / beta)**: 11.012 / 5.891 eV
**DFT total energy**: -403.44226 Ha
**Energy relative to the best compared isomer or geometry (same formula, charge and spin)**: 0.0 kcal/mol
**F_max**: 3.8 eV/A
**Net charge**: +1
**Multiplicity**: 2

```
22
C3H15NO3 the ωB97M-V functional and the def2-TZVPD basis
C 0.83 1.27 0.28
N 1.08 -0.08 -0.27
C 2.31 -0.69 0.27
C 0.96 -0.16 -1.69
H 0.52 1.21 1.32
H 1.70 1.89 -0.01
H 0.01 1.68 -0.26
H 2.42 -1.68 -0.17
H 2.26 -0.77 1.34
H 3.17 -0.06 0.03
H 1.26 -1.13 -2.06
H -0.08 0.02 -1.98
H 1.54 0.60 -2.25
H -3.09 1.76 -1.43
H -2.78 0.51 -0.54
O -2.48 1.03 -1.32
H -0.42 -1.56 2.39
H -0.09 -1.24 0.84
O -0.66 -1.74 1.43
H -2.30 -0.87 1.18
H -3.07 0.31 1.81
O -3.08 -0.29 1.09
```

Results of the Mulliken charge analysis, in e, for atoms 1 through 2: number 1, C, carries -0.84; number 2, N, carries 0.03

=====

10.
Here is 4 unconnected molecules or ions with the total composition C3H15NO3 from OMol25. Energies are from the ωB97M-V functional and the def2-TZVPD basis.

Computed properties:
**Kohn-Sham gap (alpha / beta)**: 10.966 / 6.298 eV
**DFT total energy**: -403.44074 Ha
**Energy relative to the best compared isomer or geometry (same formula, charge and spin)**: 0.9 kcal/mol
**F_max**: 3.0 eV/A
**Net charge**: +1
**Multiplicity**: 2

```
22
C3H15NO3 the ωB97M-V functional and the def2-TZVPD basis
C 0.43 -1.86 1.22
C -0.74 -1.31 0.39
N -0.51 0.01 -0.08
C -1.30 0.55 -1.17
H 0.16 -2.86 1.52
H 1.28 -1.98 0.58
H 0.76 -1.36 2.12
H -0.83 -2.01 -0.43
H -1.65 -1.36 1.03
H -0.50 0.72 0.65
H -1.21 -0.08 -2.06
H -1.03 1.54 -1.46
H -2.36 0.50 -0.89
H 1.21 1.85 -2.54
H 2.49 1.03 -2.31
O 1.92 1.39 -3.00
H 3.88 4.28 -0.13
H 3.97 3.43 -1.37
O 3.36 3.67 -0.66
H -3.37 -2.77 2.83
H -3.05 -1.38 3.24
O -2.92 -1.98 2.50
```

Results of the Mulliken charge analysis, in e, for atoms 1 through 2: number 1, C, carries -1.31; number 2, C, carries -0.05

=====

11.
Here is 5 unconnected molecules or ions with the total composition C3H15NO4 from OMol25. Energies are from the ωB97M-V functional and the def2-TZVPD basis.

Computed properties:
**Kohn-Sham gap (alpha / beta)**: 2.672 / 8.096 eV
**DFT total energy**: -478.95203 Ha
**Energy relative to the best compared isomer or geometry (same formula, charge and spin)**: 18.9 kcal/mol
**F_max**: 1.7 eV/A
**Net charge**: -1
**Multiplicity**: 2

```
23
C3H15NO4 the ωB97M-V functional and the def2-TZVPD basis
C 0.84 -3.42 0.31
C 0.58 -1.95 0.47
C -0.63 -1.45 0.17
N 1.65 -1.11 0.65
H 1.78 -3.67 -0.19
H 0.01 -3.91 -0.19
H 0.90 -3.91 1.30
H -0.74 -0.39 0.06
H -1.63 -1.86 0.11
H 2.55 -1.53 0.80
H 1.42 -0.15 0.86
H -2.62 2.96 1.02
H -2.38 1.39 0.71
O -2.11 2.30 0.51
H -0.53 2.31 1.39
H 0.55 3.39 1.83
O 0.31 2.46 1.87
H 1.41 3.27 -1.35
H 0.66 2.10 -1.93
O 1.23 2.84 -2.19
H -0.45 -0.29 -2.36
H -1.86 0.19 -1.89
O -0.93 0.44 -1.96
```

Results of the Mulliken charge analysis, in e, for atoms 1 through 2: number 1, C, carries -1.26; number 2, C, carries 1.25

=====

Copy entry 4 word for word.
Here is 5 unconnected molecules or ions with the total composition C3H14O4 from OMol25. Energies are from the ωB97M-V functional and the def2-TZVPD basis.

Computed properties:
**SMILES**: C=CC.O.O.O.O
**Kohn-Sham gap**: 10.128 eV
**DFT total energy**: -423.60998 Ha
**Energy relative to the best compared isomer or geometry (same formula, charge and spin)**: 36.8 kcal/mol
**F_max**: 1.7 eV/A
**Net charge**: 0

```
21
C3H14O4 the ωB97M-V functional and the def2-TZVPD basis
C -0.35 2.59 0.41
C -1.00 1.48 0.11
C -1.27 0.39 1.11
H -0.19 3.36 -0.31
H -0.08 2.80 1.44
H -1.45 1.35 -0.88
H -2.36 0.28 1.07
H -0.98 -0.61 0.81
H -1.04 0.58 2.15
O -1.00 -0.74 -3.00
H -0.94 0.21 -2.94
H -0.56 -1.06 -3.81
O 2.54 1.37 0.67
H 2.32 0.48 0.37
H 1.93 1.93 0.18
O -0.26 -2.34 -0.94
H -0.34 -2.80 -1.76
H -0.83 -1.58 -1.17
O 1.00 -1.80 2.23
H 1.53 -1.40 1.54
H 0.28 -2.21 1.75
```

Results of the Mulliken charge analysis, in e, for atoms 1 through 2: number 1, C, carries -1.22; number 2, C, carries 0.51